(1)
Formula: C4H7N3
Source: the OMol25 dataset
Level of theory: ωB97M-V/def2-TZVPD

Last column: Löwdin charge in e.
Geometry (Å):
C (0.8271, 0.7588, 1.2042)  -0.1986
N (1.3008, 0.5340, -0.0563)  -0.0378
H (-0.7382, -1.8813, -1.3105)  0.0454
H (1.1363, -0.6436, -2.1053)  0.1611
C (-0.5068, -1.3035, -0.5165)  -0.2056
H (-0.3893, -1.8197, 0.6094)  0.1816
H (1.6427, 1.0151, 1.9568)  0.1323
N (-0.4634, 0.7357, 1.6477)  0.0706
N (-1.5332, -0.3772, -0.1813)  -0.0789
H (2.3557, 0.7712, -0.1322)  0.1665
C (0.5141, -0.2075, -1.0761)  -0.1745
H (-0.5261, 0.6086, -1.2462)  0.1795
C (-1.3199, 0.5875, 0.5863)  -0.3790
H (-2.2999, 1.2220, 0.6200)  0.1375

## Properties
Structure (SMILES): C1=NC=NCCN1
Orbital gap (eV): 9.009
Multiplicity: 1
Charge: 0
ΔE to the lowest compared entry with this formula, charge and spin (kJ/mol): 451.8
E_HOMO (eV): -8.3
E (eV): -8726.997



(2)
Formula: C15H30O15
Source: the OMol25 dataset
Level of theory: ωB97M-V/def2-TZVPD

Last column: Löwdin charge in e.
Geometry (Å):
C (-10.6332, -3.3805, -12.6905)  -0.0350
H (-6.9155, -9.6940, -14.1142)  0.0731
O (-3.4327, -8.5231, -15.6448)  0.1494
O (-9.6652, -3.9743, -13.5640)  -0.0396
C (-10.0843, 0.7160, -11.5355)  -0.0525
C (-5.5882, -7.3074, -17.0836)  -0.0276
O (-10.2299, -10.9871, -10.7242)  0.0776
H (-3.1179, -6.8011, -12.1168)  0.0955
C (-8.7166, -8.8202, -11.8387)  0.0039
O (-8.2648, -10.2061, -11.5877)  -0.0211
H (-10.2902, -3.4202, -11.6566)  0.0898
H (-4.5692, -7.0356, -17.3591)  0.0976
C (-8.1904, -7.0130, -14.6004)  -0.0277
O (-4.9516, -9.9317, -14.7249)  -0.0228
O (-5.6608, -8.5089, -16.3161)  -0.0612
H (-10.8266, -2.3217, -12.8623)  0.0865
C (-5.2172, -5.5056, -11.4425)  -0.4272
H (-6.4638, -11.8851, -11.1966)  0.0983
H (-6.7432, -1.2375, -14.4737)  0.0896
H (-10.7565, 1.5684, -11.4373)  0.0949
H (-8.9222, -7.7941, -14.3941)  0.0858
C (-7.6624, -1.3065, -15.0554)  -0.0556
H (-6.3780, -11.3449, -14.0248)  0.0718
O (-8.7122, -5.6914, -14.4860)  0.0264
O (-7.7002, -0.3995, -12.3672)  0.0982
O (-8.3990, -12.3312, -10.9897)  -0.0103
H (-9.2924, -8.4169, -11.0057)  0.1031
C (-8.6345, -0.1857, -13.1484)  -0.5350
H (-1.9267, -5.5004, -11.7687)  0.1015
C (-7.1434, -12.7051, -11.4285)  -0.0691
O (-8.7070, -0.5675, -14.4624)  -0.0135
H (-6.0224, -6.6083, -16.3689)  0.0845
O (-6.0327, -4.7949, -10.5947)  -0.0204
H (-7.9992, -4.7335, -11.0815)  0.0768
C (-4.5713, -8.8857, -15.5850)  -0.5170
H (-7.3890, -1.1835, -16.1033)  0.0963
H (-7.8004, -4.7597, -9.3771)  0.0986
O (-3.8813, -5.1087, -11.2790)  -0.0182
H (-6.1389, -7.4998, -18.0044)  0.1030
H (-7.8318, -8.2022, -11.9913)  0.0660
O (-5.5486, -6.5359, -12.0851)  0.0596
C (-9.0347, -11.1435, -11.0763)  -0.5507
H (-6.8380, -13.6402, -10.9588)  0.1000
C (-2.9540, -5.7252, -12.0556)  -0.1097
C (-7.3922, -5.1822, -10.2952)  -0.0038
H (-7.3961, -6.2719, -10.2687)  0.0906
H (-7.7217, -7.2217, -15.5621)  0.0733
O (-9.8611, -6.0341, -12.4988)  0.0921
O (-9.8041, 0.4143, -12.8800)  -0.0157
H (-7.3905, -7.1093, -13.8663)  0.0804
H (-10.4538, -0.1321, -10.9591)  0.0992
C (-6.3018, -10.4372, -14.6234)  -0.0354
H (-9.2040, -8.8554, -12.8130)  0.0754
H (-7.9269, -2.3494, -14.8805)  0.0813
H (-6.7652, -10.7268, -15.5665)  0.0956
H (-9.1586, 1.1710, -11.1832)  0.0958
C (-9.4365, -5.3418, -13.4410)  -0.5237
H (-11.5476, -3.9578, -12.8273)  0.1004
H (-3.0738, -5.3642, -13.0771)  0.0978
H (-7.1638, -12.8516, -12.5084)  0.0827

## Properties
Structure (SMILES): COC(=O)OC.COC(=O)OC.COC(=O)OC.COC(=O)OC.COC(=O)OC
Orbital gap (eV): 10.882
Multiplicity: 1
Charge: 0
ΔE to the lowest compared entry with this formula, charge and spin (kJ/mol): 299.5
E_HOMO (eV): -10.5
E (eV): -46751.118



(3)
Formula: C18H54O18
Source: the OMol25 dataset
Level of theory: ωB97M-V/def2-TZVPD

Last column: Löwdin charge in e.
Geometry (Å):
H (15.0057, -18.9150, 5.1889)  0.0630
O (14.5028, -15.0032, -0.8120)  -0.0449
H (13.1963, -13.1355, 3.8271)  0.0935
O (10.9655, -9.0206, 5.0206)  -0.0670
C (9.3067, -14.2263, 2.0253)  -0.2627
H (18.4489, -11.6352, 6.7518)  0.1248
H (8.9388, -16.3051, 2.1645)  0.1162
O (12.0008, -11.6098, 5.2395)  -0.0792
H (11.2170, -8.2552, 4.5094)  0.0721
H (18.7522, -13.9076, 1.1887)  0.1214
C (9.6595, -15.6503, 1.6616)  -0.2372
H (14.7709, -13.3518, -1.8420)  0.1246
H (14.0802, -15.6720, 2.8741)  0.0796
C (10.9453, -18.7733, 4.7311)  -0.2175
H (16.5394, -18.4514, 2.6982)  0.1337
H (14.3644, -16.8461, 6.5292)  0.0568
C (10.7531, -9.9812, 3.9430)  -0.2024
H (8.2463, -14.0740, 1.7896)  0.1272
H (10.3885, -19.2507, 3.9412)  0.1222
H (11.4409, -15.2962, 2.3768)  0.0752
O (11.7686, -17.7180, 4.3545)  -0.0883
H (9.1984, -18.9275, 6.0691)  0.1068
O (10.9312, -16.0837, 2.0759)  -0.0856
H (18.1062, -9.6377, 5.3046)  0.0790
C (15.3211, -19.7855, 6.7683)  -0.2737
C (14.4239, -18.4514, 2.7144)  -0.2536
H (18.1653, -12.1968, 1.2488)  0.1144
O (15.4730, -19.7704, 5.3980)  -0.0557
C (16.4232, -11.9560, 6.4263)  -0.1998
H (13.6330, -18.2526, 1.9906)  0.1331
C (14.3951, -13.6451, -0.8716)  -0.2891
C (12.9904, -13.2324, -0.5440)  -0.1801
C (17.1074, -13.5286, 2.4698)  -0.2247
O (15.5393, -11.9252, 5.2219)  -0.1052
O (9.9973, -13.2698, 1.2877)  -0.0612
H (16.8914, -12.8039, 3.2420)  0.0931
H (9.5142, -15.8875, 0.6074)  0.1229
H (14.1678, -13.7805, 5.8275)  0.1128
H (11.5164, -17.1600, 3.5871)  0.0887
H (13.2484, -13.9368, 1.3000)  0.0262
C (14.1844, -14.5782, 5.0839)  -0.1714
H (16.4778, -13.0072, 6.6777)  0.1192
C (11.8756, -11.0089, 3.9273)  -0.2196
O (13.9977, -17.7091, 6.7820)  -0.0702
H (15.4753, -10.9318, 5.1344)  0.1087
H (11.6270, -19.5075, 5.1670)  0.1333
C (13.9321, -13.9293, 3.7637)  -0.1665
C (15.1205, -18.3991, 7.3764)  -0.1961
O (17.4392, -10.0045, 5.8650)  -0.0411
H (9.4018, -14.0656, 3.0824)  0.1150
H (15.9932, -17.7438, 7.3140)  0.1254
O (19.5480, -12.7126, 2.6939)  -0.0712
H (16.4240, -16.3230, 2.1614)  0.0403
H (14.9851, -13.2499, -0.0766)  0.0942
H (13.3801, -17.7204, 4.2367)  0.0514
C (15.7043, -18.2015, 2.0358)  -0.2145
H (12.2849, -13.9313, -1.0464)  0.1356
H (16.2826, -20.1722, 7.1152)  0.1187
H (13.3425, -15.2568, 5.3236)  0.1335
H (9.5671, -17.3405, 5.4245)  0.1174
H (14.6148, -20.4558, 7.2680)  0.1192
H (10.7278, -9.4985, 2.9796)  0.1220
H (17.9492, -11.9149, 5.0791)  0.1099
H (14.8295, -13.4403, 3.4346)  0.0809
O (17.3036, -14.8260, 3.0275)  -0.0798
H (14.9963, -18.4401, 8.4144)  0.0963
O (15.8060, -16.8304, 1.6384)  -0.0619
O (15.4844, -15.2547, 5.0438)  -0.0665
H (12.8459, -10.5733, 3.6779)  0.1194
O (12.8276, -13.1596, 0.9091)  -0.1085
O (14.2890, -17.6450, 3.8494)  -0.1265
O (10.6683, -17.9765, 7.0127)  -0.0757
H (14.8049, -15.4310, 0.0009)  0.0703
H (11.6739, -11.0472, 5.9441)  0.0757
H (16.2987, -13.5541, 1.6680)  0.1266
C (18.4331, -13.0762, 1.8276)  -0.2103
H (16.0336, -11.3746, 7.2447)  0.1228
H (11.6193, -11.7378, 3.1538)  0.0975
H (16.7637, -14.8465, 3.8262)  0.0416
H (10.9376, -13.2281, 1.5556)  0.0464
H (15.7717, -18.8349, 1.1539)  0.1266
H (12.8559, -12.2099, -0.8902)  0.1170
H (19.9196, -13.5525, 2.9870)  0.0790
H (14.4364, -19.5406, 2.9650)  0.1395
C (17.6955, -11.4106, 6.0052)  -0.2495
H (15.2738, -16.1553, 4.8549)  0.0330
C (9.9870, -18.2808, 5.7969)  -0.2237
H (11.4766, -17.4391, 6.8725)  0.0741
O (13.4686, -14.9031, 2.7488)  -0.1039
H (9.8761, -10.4921, 4.2317)  0.1070

## Properties
Structure (SMILES): OCCO.OCCO.OCCO.OCCO.OCCO.OCCO.OCCO.OCCO.OCCO
Orbital gap (eV): 10.319
Multiplicity: 1
Charge: 0
ΔE to the lowest compared entry with this formula, charge and spin (kJ/mol): 59.7
E_HOMO (eV): -9.8
E (eV): -56392.332



(4)
Formula: C27H33N3O2S
Source: the OMol25 dataset
Level of theory: ωB97M-V/def2-TZVPD

Last column: Löwdin charge in e.
Geometry (Å):
H (-3.2485, -4.7962, 1.1018)  0.1022
H (4.5164, 1.3674, 1.8737)  0.0857
C (-2.5724, -4.5575, 0.2937)  -0.0801
H (0.6236, -0.3929, 2.0966)  0.1166
C (-1.1695, -0.5955, -4.2176)  -0.0379
H (0.5997, -1.9349, -0.7633)  0.1225
C (-0.6621, 4.2356, 2.6591)  -0.0573
O (1.6051, 2.1621, 4.9428)  -0.2858
H (-1.8616, 5.8155, 1.8541)  0.1064
H (1.6061, 2.3239, 1.5889)  0.1027
C (-0.7363, -5.1459, -1.1234)  -0.0740
H (-3.4582, -2.6475, -0.0668)  0.1131
C (2.8467, -0.0868, 3.4770)  -0.0411
H (3.5411, 0.5113, 4.0601)  0.0895
H (3.2923, -1.0569, 3.2686)  0.0917
N (0.9309, 0.6173, 0.2801)  -0.1616
N (2.0170, 1.9740, 2.4485)  -0.0633
C (-1.3600, -0.2899, -0.0920)  -0.1535
H (-2.6867, -3.5788, -3.7956)  0.1173
C (-2.2155, -2.7453, -4.2967)  -0.0394
H (-1.3291, 3.4363, 2.3771)  0.1065
C (-1.8308, -3.0173, -1.4083)  -0.1977
H (1.1066, 0.9190, -1.7517)  0.1231
H (2.3227, -0.1710, -1.0577)  0.1157
C (0.5025, 3.9301, 3.3349)  -0.2780
C (-0.4935, 0.9011, 0.3339)  -0.1620
C (-0.9527, 5.5611, 2.3780)  -0.0684
C (-0.0757, 6.5584, 2.7747)  -0.0753
H (0.0275, -5.8476, -1.4260)  0.1031
C (0.4062, -1.0919, -1.4511)  -0.1640
C (-1.9130, -1.6463, -2.0477)  -0.2292
S (0.9174, 2.2250, 3.6890)  0.6651
C (1.2680, 0.1065, -1.0360)  -0.1567
C (1.4337, -0.1717, 1.3980)  -0.1376
H (-0.6857, 1.7360, -0.3487)  0.1266
C (-0.8523, -3.9338, -1.7800)  -0.0550
C (-1.0428, -0.6061, -5.5952)  -0.0804
H (-1.5006, -6.4064, 0.4306)  0.1003
C (1.3824, 4.9156, 3.7377)  -0.0549
C (1.0898, 6.2395, 3.4550)  -0.0659
H (-0.5905, 0.2361, -6.0988)  0.1010
C (-2.0917, -2.7544, -5.6747)  -0.0802
H (1.7657, 7.0215, 3.7660)  0.1067
H (-0.8296, 0.2523, -3.6435)  0.1085
N (-0.9873, -0.6913, -1.4345)  -0.1228
H (-1.2357, -1.1119, 0.6353)  0.1268
H (-2.4623, -3.5974, -6.2398)  0.1017
H (-0.3045, 7.5911, 2.5570)  0.1051
C (2.5155, 0.6241, 2.1708)  -0.5711
H (3.5421, 1.3199, 0.4028)  0.0758
C (3.7792, 0.7913, 1.3216)  -0.0299
C (-1.4975, -1.6886, -6.3284)  -0.0959
H (1.9469, -0.2267, 4.0700)  0.0746
C (-2.6879, -3.3456, -0.3644)  -0.0389
O (-0.2615, 1.4066, 3.5416)  -0.3056
H (2.2710, 4.6260, 4.2745)  0.1157
C (-1.5934, -5.4605, -0.0824)  -0.0909
H (-1.3971, -1.6986, -7.4038)  0.0988
H (-0.7569, 1.1980, 1.3500)  0.0886
C (-1.7406, -1.6726, -3.5518)  -0.1773
H (-2.4094, 0.0141, -0.0900)  0.1277
H (4.2004, -0.1806, 1.0781)  0.0864
H (1.8640, -1.1214, 1.0645)  0.1299
H (-2.9180, -1.2417, -1.8547)  0.1557
H (0.6769, -1.4016, -2.4622)  0.1225
H (-0.1865, -3.7033, -2.5991)  0.1180

## Properties
Structure (SMILES): CC(C)(CN1CCN(C(c2ccccc2)c2ccccc2)CC1)NS(=O)(=O)c1ccccc1
Orbital gap (eV): 8.887
Multiplicity: 1
Charge: 0
ΔE to the lowest compared entry with this formula, charge and spin (kJ/mol): 0.0
E_HOMO (eV): -8.2
E (eV): -47935.054



(5)
Formula: CHF3NNiO3S2
Source: the OMol25 dataset
Level of theory: ωB97M-V/def2-TZVPD

Last column: Löwdin charge in e.
Geometry (Å):
F (1.4881, -0.5138, -1.0710)  0.0008
Ni (-0.0005, -1.2995, 0.0334)  0.3107
O (-2.2993, -2.3446, -0.2830)  -0.6901
O (0.4763, -0.2488, 1.4962)  -0.6170
H (0.6390, 1.3520, -1.0247)  0.1722
N (-1.9686, 0.1288, 0.7552)  -0.6913
F (2.5859, 1.2795, -0.5254)  0.1406
S (-0.8403, 0.5707, 1.8729)  0.5801
O (-1.3096, -0.0131, 3.2004)  -0.5644
S (-2.2828, -0.7671, -0.6160)  0.6724
C (1.5905, 0.8608, -1.2840)  -0.4460
F (1.9212, 0.9950, -2.5539)  0.1320

## Properties
Orbital gap (spin up / spin down) (eV): 6.639 / 7.119
Multiplicity: 3
Charge: -1
ΔE to the lowest compared entry with this formula, charge and spin (kJ/mol): 3.1
E_HOMO (spin up / spin down) (eV): -3.6 / -4.1
E (eV): -79550.312